Entry 1:
A molecular structure, C13H7BrN2O6Pt in a non-equilibrium geometry. Source: the Open Molecules 2025 dataset; level of theory: ωB97M-V/def2-TZVPD.

Positions of all 30 atoms, in Å:
C: 1.85 2.05 3.02
C: -2.06 -2.37 -1.75
C: -0.76 -2.03 -1.32
C: 3.22 0.95 1.14
O: 0.94 1.40 -1.98
O: -0.20 -3.94 0.00
C: -2.19 -0.26 -2.93
H: -3.77 -1.73 -2.86
O: -0.50 2.15 -3.50
O: 1.21 -2.17 -0.03
C: -0.93 0.04 -2.48
O: 4.24 1.27 1.72
H: 2.77 2.38 3.46
H: -1.52 2.03 3.38
H: 0.53 -4.26 0.55
C: 0.61 2.31 3.59
N: -0.24 -0.81 -1.72
C: 0.10 -2.71 -0.44
C: -0.12 1.33 -2.71
Br: -1.91 0.51 0.87
C: -2.76 -1.50 -2.55
H: 0.54 2.86 4.52
Pt: 1.37 -0.26 -0.88
H: -2.48 -3.31 -1.41
H: -2.73 0.46 -3.52
N: 0.77 0.91 1.24
C: -0.54 1.86 2.97
C: -0.40 1.16 1.78
O: 3.11 0.34 0.04
C: 1.88 1.33 1.83

Summary:
- E_HOMO (eV) = -8.4
- largest force on an atom (eV Å⁻¹) = 4.98
- energy above the lowest of the compared OMol25 structures with the same formula, charge and spin (kcal per mole) = 9.4
- total charge = 0
- LUMO (eV) = -2.211

Entry 2:
2 unconnected molecules or ions with the total composition C13H7BrN6O6 in a non-equilibrium geometry. Source: the Open Molecules 2025 dataset; level of theory: ωB97M-V/def2-TZVPD.

Positions of all 33 atoms, in Å:
H: 1.62 1.41 0.36
H: 0.12 2.67 1.86
N: -1.67 -3.44 -0.11
Br: -4.06 5.04 0.35
O: 2.18 -5.24 -1.01
C: 1.99 -2.76 0.02
C: -1.66 3.73 1.20
C: -0.45 -2.85 -0.17
C: -0.47 -1.52 0.31
C: -0.29 2.28 -0.23
C: 0.65 -0.79 0.68
O: 4.14 -1.46 1.12
C: 1.88 -1.46 0.56
O: 0.04 -5.42 -1.43
H: 2.97 -3.23 -0.08
O: -2.39 -0.28 1.09
C: 0.85 -3.47 -0.40
C: 0.84 1.41 -0.41
N: 1.01 -4.79 -0.98
O: -2.50 -2.46 0.41
N: 1.19 1.08 -1.67
C: -1.19 2.51 -1.29
C: -0.56 2.88 1.03
H: -1.02 2.03 -2.26
C: -2.30 3.35 -1.12
H: 0.51 0.07 1.35
N: 3.07 -0.82 1.07
N: -1.82 -1.26 0.63
H: -2.96 3.54 -1.96
N: 1.68 0.68 -2.64
O: 2.99 0.38 1.46
H: -1.85 4.21 2.15
C: -2.54 3.95 0.12

Summary:
- E_HOMO (eV) = -8.3
- largest force on an atom (eV Å⁻¹) = 3.55
- energy above the lowest of the compared OMol25 structures with the same formula, charge and spin (kcal per mole) = 0.0
- total charge = 0
- LUMO (eV) = -2.570

Entry 3:
A molecular structure, C13H80Li7O39S2 in a non-equilibrium geometry. Source: the Open Molecules 2025 dataset; level of theory: ωB97M-V/def2-TZVPD.

Positions of all 141 atoms, in Å:
H: -20.92 -29.30 2.78
H: -18.39 -23.64 9.76
O: -20.60 -18.86 9.29
S: -19.71 -18.51 8.19
H: -24.31 -25.45 5.75
O: -18.82 -19.59 7.94
H: -22.58 -17.31 1.91
O: -23.11 -17.74 1.23
H: -20.16 -25.36 9.52
O: -24.64 -20.46 3.26
H: -23.50 -22.42 5.11
H: -19.55 -25.98 4.10
O: -20.36 -18.64 4.45
H: -22.58 -23.63 4.43
C: -21.38 -23.02 0.75
O: -17.83 -26.49 8.15
H: -19.96 -23.99 -0.72
H: -25.05 -26.98 9.18
H: -22.27 -21.00 0.21
O: -27.19 -26.78 6.76
O: -18.05 -22.27 1.92
H: -21.30 -21.56 4.70
H: -24.93 -25.07 2.50
Li: -22.03 -19.59 6.94
H: -21.92 -25.80 4.61
H: -20.76 -17.15 3.60
O: -21.21 -26.43 4.51
O: -23.00 -22.54 11.83
H: -18.51 -25.93 8.53
H: -22.36 -28.01 7.07
O: -22.80 -17.40 9.66
C: -21.72 -27.32 3.63
H: -27.51 -25.28 2.16
C: -20.70 -28.50 3.49
H: -18.25 -21.43 3.55
Li: -22.58 -24.48 11.20
H: -25.05 -20.51 2.40
O: -19.01 -25.21 3.94
H: -17.58 -19.19 6.71
S: -23.98 -20.84 9.00
H: -21.98 -17.85 9.44
C: -22.09 -26.62 2.31
H: -25.03 -23.36 2.42
O: -25.07 -20.39 9.87
O: -19.56 -21.95 9.77
H: -22.88 -22.00 11.05
H: -16.91 -22.10 7.11
H: -21.65 -17.15 6.73
H: -17.47 -23.32 6.41
H: -22.69 -25.72 2.37
H: -21.63 -24.06 0.90
H: -23.82 -22.23 12.21
H: -24.26 -26.96 5.64
O: -24.25 -22.09 8.33
H: -23.08 -22.36 -0.33
H: -28.83 -23.24 2.77
H: -25.10 -21.13 3.78
H: -17.86 -21.89 1.06
Li: -21.09 -20.57 10.12
C: -27.82 -23.12 2.39
H: -21.47 -19.55 3.37
C: -20.42 -23.02 -0.49
H: -17.43 -26.94 8.90
C: -22.53 -22.00 0.54
Li: -22.67 -25.65 8.03
O: -21.80 -27.25 7.27
O: -20.59 -18.30 7.02
Li: -19.32 -21.61 7.77
O: -16.93 -24.23 4.95
O: -21.12 -16.52 2.99
H: -20.21 -24.41 8.09
O: -22.31 -16.46 6.75
H: -17.41 -19.18 8.70
H: -19.70 -19.34 4.45
H: -20.62 -22.96 5.41
O: -24.85 -26.21 5.55
H: -24.74 -18.68 7.63
H: -21.24 -26.29 1.71
H: -17.71 -24.65 4.58
H: -23.06 -18.67 1.45
H: -19.58 -24.60 3.47
H: -25.96 -18.78 6.74
C: -25.53 -24.26 2.08
O: -17.71 -22.44 6.70
H: -20.39 -18.34 5.35
H: -26.75 -22.69 4.73
H: -18.95 -22.58 1.86
H: -25.25 -25.74 8.33
H: -20.45 -15.83 2.93
Li: -24.98 -23.00 6.76
H: -27.40 -22.24 2.89
H: -27.80 -26.05 6.71
H: -25.36 -24.43 1.02
H: -27.14 -24.25 7.55
H: -26.53 -26.59 6.09
H: -26.41 -23.63 8.72
O: -21.22 -21.49 6.80
O: -16.47 -19.17 8.87
H: -20.66 -29.08 4.40
H: -28.03 -22.82 1.37
H: -23.49 -17.97 9.32
H: -19.51 -23.50 11.02
O: -19.02 -17.26 8.49
O: -23.82 -19.83 7.98
H: -24.05 -18.44 5.76
Li: -22.36 -22.71 8.09
H: -20.92 -21.79 2.14
O: -23.41 -18.90 5.22
H: -21.05 -22.80 -1.35
H: -22.41 -16.26 7.68
O: -26.36 -22.13 5.40
H: -16.57 -23.71 4.23
O: -22.82 -21.06 9.81
O: -21.76 -24.28 9.26
O: -25.48 -18.17 7.30
H: -26.97 -21.40 5.51
O: -20.63 -22.66 1.87
O: -26.26 -24.07 7.88
H: -21.01 -27.39 6.75
H: -26.42 -25.33 4.15
O: -26.96 -24.56 3.95
H: -22.58 -27.74 4.15
C: -26.99 -24.40 2.52
H: -23.18 -22.01 1.41
H: -19.70 -22.21 -0.44
H: -19.67 -28.17 3.33
H: -18.22 -21.66 5.05
C: -19.43 -23.37 9.94
C: -20.37 -24.35 9.17
O: -21.78 -20.06 2.62
H: -16.30 -18.29 9.19
H: -23.92 -19.21 4.47
O: -23.19 -24.03 6.31
O: -16.95 -19.33 6.01
H: -22.47 -27.39 1.63
O: -24.57 -26.29 8.72
O: -18.23 -20.96 4.39
C: -21.40 -22.22 5.56
H: -22.65 -20.35 2.87
H: -17.45 -19.71 5.29
C: -22.69 -23.10 5.38

Summary:
- E_HOMO (eV) = -5.4
- largest force on an atom (eV Å⁻¹) = 6.07
- total charge = -1
- LUMO (eV) = 0.231

Entry 4:
A molecular structure, C13H8Cl2F9MnO4S4Sb in a non-equilibrium geometry. Source: the Open Molecules 2025 dataset; level of theory: ωB97M-V/def2-TZVPD.

Positions of all 42 atoms, in Å:
O: 1.76 -0.43 0.27
F: 0.96 -2.94 2.66
C: -3.24 -1.66 -0.38
C: 1.61 -1.66 0.69
C: -0.15 1.79 0.62
O: -2.37 1.92 -0.41
C: -2.71 1.61 -3.10
C: -2.83 -0.42 0.08
C: -2.68 0.65 -0.79
H: -1.73 2.05 -2.93
Cl: -3.97 -3.37 -2.33
H: -2.62 -0.32 1.14
Sb: 4.70 3.46 1.89
O: 0.38 1.84 -0.50
H: -3.45 2.39 -2.92
F: -0.25 -1.74 -0.84
H: -2.79 1.27 -4.13
C: 0.93 -1.72 2.09
C: -3.48 -1.82 -1.73
F: 1.51 -0.90 2.95
F: 3.64 -2.15 1.90
C: 2.95 -2.44 0.80
S: 4.75 4.49 3.91
C: -1.64 2.13 0.77
H: -3.48 -0.94 -3.67
F: 0.11 -3.53 0.27
O: 0.50 1.57 1.67
S: 3.78 1.17 2.05
Cl: 3.60 1.45 -1.05
H: -2.06 1.61 1.63
Mn: 2.23 1.51 0.56
F: 2.77 -3.78 0.83
S: 6.52 3.78 0.56
C: -2.92 0.47 -2.16
H: -3.35 -2.48 0.31
F: 3.74 -2.19 -0.24
C: -3.32 -0.77 -2.62
C: 0.72 -2.47 -0.30
H: -1.69 3.21 0.96
F: -0.37 -1.38 2.03
S: 2.48 3.70 0.81
F: 1.42 -2.97 -1.33

Summary:
- spin multiplicity = 2
- E_HOMO (alpha / beta) (eV) = -2.4 / -2.4
- largest force on an atom (eV Å⁻¹) = 1.41
- energy above the lowest of the compared OMol25 structures with the same formula, charge and spin (kcal per mole) = 0.0
- total charge = -2
- LUMO (alpha / beta) (eV) = 3.448 / 3.381

Entry 5:
C13H8N2S2 in the gas phase in a non-equilibrium geometry. Source: the Open Molecules 2025 dataset; level of theory: ωB97M-V/def2-TZVPD.

Positions of all 25 atoms, in Å:
C: 2.32 0.70 1.65
H: -3.71 -2.37 -2.06
H: -1.61 -1.30 -3.40
H: 5.47 -0.17 -0.29
C: -3.61 0.64 2.37
C: 3.81 0.32 1.34
C: -2.28 -0.30 0.76
C: 1.30 0.83 0.45
N: -2.43 0.09 2.18
H: 1.91 0.87 2.70
H: 4.53 0.20 2.23
S: 0.62 0.68 -2.36
C: 3.37 0.23 -1.28
H: -0.31 2.16 0.35
N: -0.12 1.19 0.69
C: -3.24 -1.27 0.01
H: -4.13 -1.77 0.54
C: -1.82 -1.05 -2.31
C: -1.05 0.30 -0.03
C: 4.38 0.10 -0.08
S: -5.11 1.00 2.96
H: 3.70 0.08 -2.37
C: -3.02 -1.65 -1.50
C: 1.89 0.57 -0.99
C: -0.87 -0.09 -1.55

Summary:
- E_HOMO (eV) = -8.2
- largest force on an atom (eV Å⁻¹) = 6.21
- total charge = 0
- LUMO (eV) = -0.367
- SMILES = S=C=Nc1cccc2c1Nc1ccccc1S2

Entry 6:
2 unconnected molecules or ions with the total composition C13H8N5O8 in a non-equilibrium geometry. Source: the Open Molecules 2025 dataset; level of theory: ωB97M-V/def2-TZVPD.

Positions of all 34 atoms, in Å:
H: -2.14 -1.16 0.02
O: -2.52 3.52 -4.23
C: -2.23 1.60 -2.78
C: 1.48 -1.54 1.12
H: 2.53 -3.47 3.75
O: -1.12 -2.79 -1.29
O: 0.09 -2.96 2.42
C: 3.77 1.88 2.03
H: 3.95 -1.45 4.12
H: 2.75 2.28 1.98
C: 3.09 -0.37 2.48
C: 2.26 -0.43 1.32
N: -0.89 0.48 -4.24
N: -4.07 0.87 0.18
O: -4.52 0.22 1.11
C: 3.22 -1.51 3.32
H: 4.45 2.60 2.49
O: -0.41 -2.32 -3.30
C: 1.22 -2.45 2.26
C: -2.22 -0.50 -0.84
H: 0.89 -1.69 0.21
O: -1.28 1.69 -4.76
C: 2.40 -2.58 3.14
H: 2.25 0.38 0.59
C: -1.52 0.41 -3.04
H: 4.10 1.63 1.01
C: -3.04 1.75 -1.60
O: 3.81 0.71 2.87
C: -1.54 -0.69 -2.06
O: -4.67 2.12 -0.20
N: -0.97 -1.99 -2.23
C: -2.99 0.67 -0.69
N: -2.10 2.43 -3.87
N: -4.04 2.64 -1.29

Summary:
- E_HOMO (eV) = -2.5
- largest force on an atom (eV Å⁻¹) = 3.19
- energy above the lowest of the compared OMol25 structures with the same formula, charge and spin (kcal per mole) = 20.5
- total charge = -1
- LUMO (eV) = -0.018

Entry 7:
A molecular structure, C13H9AsO8PdS2 in a non-equilibrium geometry. Source: the Open Molecules 2025 dataset; level of theory: ωB97M-V/def2-TZVPD.

Positions of all 34 atoms, in Å:
C: -2.59 1.16 -4.80
O: 1.38 -1.61 0.42
C: 2.43 -1.43 1.13
H: 2.20 -0.92 6.49
O: 0.93 0.71 -1.23
S: -0.56 -1.15 2.58
H: -1.13 2.41 -5.77
H: -1.72 -2.57 -1.39
Pd: -0.43 -0.72 0.34
H: 0.20 2.73 -3.70
H: 4.37 -1.14 2.79
O: -2.38 -0.28 0.54
C: 2.27 -1.17 2.62
C: -1.08 1.57 -2.46
As: -2.90 -0.44 -1.03
C: -0.70 2.13 -3.69
C: 3.45 -0.99 4.74
S: 0.09 1.90 -1.12
C: -2.21 0.76 -2.42
C: 1.05 -1.05 4.70
C: 1.03 -1.12 3.29
O: -1.69 -1.64 -1.63
H: -3.84 -0.05 -3.56
H: 0.10 -1.03 5.22
O: -0.60 2.00 0.15
O: 3.57 -1.58 0.70
O: 0.73 3.13 -1.53
O: -4.48 -0.14 -1.29
H: -3.18 1.00 -5.69
C: -1.44 1.94 -4.84
H: 4.39 -0.93 5.28
C: -2.95 0.57 -3.60
C: 3.45 -1.09 3.36
C: 2.23 -0.98 5.41

Summary:
- E_HOMO (eV) = -1.8
- largest force on an atom (eV Å⁻¹) = 3.29
- energy above the lowest of the compared OMol25 structures with the same formula, charge and spin (kcal per mole) = 45.1
- total charge = -2
- LUMO (eV) = 5.020

Entry 8:
C13H9N3S2 in the gas phase in a non-equilibrium geometry. Source: the Open Molecules 2025 dataset; level of theory: ωB97M-V/def2-TZVPD.

Positions of all 27 atoms, in Å:
C: -0.66 0.28 -2.30
H: 1.74 -0.27 -0.03
C: 0.09 0.17 2.34
C: 0.57 1.42 2.38
C: 1.29 0.04 -0.97
C: -2.73 -1.35 -1.61
C: -0.83 -0.53 1.36
C: 1.20 1.71 3.70
C: -2.11 -1.23 -0.24
C: 2.19 0.28 -1.99
C: 1.38 0.64 4.44
C: 0.21 0.35 -3.41
H: 2.15 0.10 -4.11
C: 1.53 0.32 -3.23
H: 3.28 0.36 -1.84
S: -2.41 0.04 -2.73
H: -2.31 -2.20 -2.10
H: 1.84 0.75 5.41
N: -2.58 -1.75 0.88
C: -0.14 0.06 -1.02
H: -0.11 0.26 -4.44
H: -3.85 -1.46 -1.56
N: -1.75 -1.33 1.89
H: 0.59 2.01 1.51
N: -0.92 -0.53 -0.04
S: 0.63 -0.81 3.75
H: 1.72 2.68 3.96

Summary:
- E_HOMO (eV) = -8.8
- largest force on an atom (eV Å⁻¹) = 3.86
- energy above the lowest of the compared OMol25 structures with the same formula, charge and spin (kcal per mole) = 29.1
- total charge = 0
- LUMO (eV) = 0.144
- SMILES = c1csc(-c2nnc3n2-c2ccccc2SC3)c1

What is the largest force on an atom in the fourth record? 1.41 eV Å⁻¹

largest force on an atom of number 3 (C13H80Li7O39S2)? 6.07 eV Å⁻¹

total charge of number 2 (C13H7BrN6O6)? 0

What is the largest force on an atom in the first record? 4.98 eV Å⁻¹